(1)
Formula: C3H3N2O3
Source: the Open Molecules 2025 dataset
Level of theory: ωB97M-V/def2-TZVPD

Bonds (Å) are listed after each position.
CARTESIAN COORDINATES (ANGSTROEM)
1 C 0.76770 1.30845 0.76082  N4 1.274, O8 1.316, H9 1.210
2 C 0.40137 0.38199 -1.13290  C3 1.461, N4 1.398, O7 1.233
3 C 0.48501 -0.62964 -0.08261  C2 1.461, O8 1.375, H10 1.005
4 N 0.55679 1.59818 -0.46213  C1 1.274, C2 1.398
5 N -1.50154 -0.89647 0.53565  O6 1.251, H11 1.076
6 O -1.55373 -2.07585 0.94875  N5 1.251
7 O 0.19788 0.30240 -2.34671  C2 1.233
8 O 0.85224 0.03105 1.06568  C1 1.316, C3 1.375
9 H 0.86212 2.27972 1.47584  C1 1.210
10 H 0.73834 -1.58169 -0.28161  C3 1.005
11 H -1.80617 -0.71814 -0.48079  N5 1.076

Results
total charge	-1
Kohn-Sham gap (alpha / beta)	7.05 / 7.04	eV

(2)
Formula: C3H3N2OS
Source: the Open Molecules 2025 dataset
Level of theory: ωB97M-V/def2-TZVPD

Bonds (Å) are listed after each position.
CARTESIAN COORDINATES (ANGSTROEM)
1 C 1.75132 0.70056 1.64334  N4 1.334, N5 1.237, O6 1.294
2 C 0.68047 -0.84260 0.11079  N4 1.203, S7 1.614
3 C -1.57207 -0.34632 -1.41909  S7 2.045, H8 1.161, H9 1.142, H10 1.191
4 N 1.51928 -0.25052 0.73697  C1 1.334, C2 1.203
5 N 2.42296 1.35984 2.44587  C1 1.237, O6 1.652
6 O 0.87469 1.60956 1.92548  C1 1.294, N5 1.652
7 S -0.35959 -1.80715 -0.65827  C2 1.614, C3 2.045
8 H -1.23339 0.69314 -1.02974  C3 1.161
9 H -2.61717 -0.72121 -1.15054  C3 1.142
10 H -1.46651 -0.39528 -2.60480  C3 1.191

Results
total charge	+1
Kohn-Sham gap (alpha / beta)	7.66 / 7.66	eV

(3)
Formula: C3H3N2OS2
Source: the Open Molecules 2025 dataset
Level of theory: ωB97M-V/def2-TZVPD

Bonds (Å) are listed after each position.
CARTESIAN COORDINATES (ANGSTROEM)
1 C 0.81403 0.20314 -0.26038  N5 1.293, S7 1.591
2 C 0.48623 -1.78727 -2.23700  N4 1.198, O6 1.174
3 C -0.51054 1.05927 1.48011  N5 1.431, H9 1.203, H10 1.236, H11 1.055
4 N 0.45422 -0.60550 -2.43351  C2 1.198
5 N -0.34868 0.26144 0.30297  C1 1.293, C3 1.431, S8 1.744
6 O 0.40196 -2.91753 -1.92907  C2 1.174
7 S 2.33534 0.60472 -0.02432  C1 1.591
8 S -1.83369 -0.41956 -0.30698  N5 1.744
9 H -1.69646 1.22735 1.59688  C3 1.203
10 H -0.18515 0.46110 2.51207  C3 1.236
11 H 0.08275 1.91284 1.29923  C3 1.055

Results
total charge	-1
Kohn-Sham gap	6.32	eV

(4)
Formula: C3H3N2OS2
Source: the Open Molecules 2025 dataset
Level of theory: ωB97M-V/def2-TZVPD

Bonds (Å) are listed after each position.
CARTESIAN COORDINATES (ANGSTROEM)
1 C 1.32427 1.29502 -0.84674  S7 1.658, H9 1.019
2 C -1.06444 0.06812 0.52375  N5 1.276, S8 1.730
3 C 1.14322 -1.01556 -0.01203  N4 1.198, S7 1.710, S8 1.808
4 N 2.13157 -1.68044 -0.14217  C3 1.198, H10 1.011
5 N -2.23401 0.57540 0.56832  C2 1.276, O6 1.337, H11 1.016
6 O -3.41344 0.41309 -0.04056  N5 1.337
7 S 1.33780 0.55461 0.63650  C1 1.658, C3 1.710
8 S -0.60177 -1.36192 -0.33329  C2 1.730, C3 1.808
9 H 1.75448 2.21234 -0.74022  C1 1.019
10 H 1.94825 -2.51258 -0.68705  N4 1.011
11 H -2.32594 1.45192 1.07348  N5 1.016

Results
spin multiplicity	3
<S²>	2.021
total charge	-1
Kohn-Sham gap (alpha / beta)	5.74 / 5.68	eV

Energy relative to the best compared isomer or geometry (same formula, charge and spin) across the listed records, respectively: 4.983; 6.458; 3.045; 4.431 eV.